(1)
22
Properties=species:S:1:pos:R:3 method="wB97M-V/def2-TZVPD" homo_energy_ev=-15.62 e_lumo_ev=-4.789 charge=+1 homo_lumo_gap_ha=0.3979 smiles="CCC(C)(C)/[N+](O)=N/O"
C -0.8951 -1.9795 -0.4072
C -1.0329 1.0342 -1.1217
C -0.3483 1.5195 1.2461
C -0.9490 -0.8435 0.6068
C -0.3428 0.4872 0.1158
N 1.8082 -0.2149 0.6768
N 1.0725 0.2233 -0.2020
O 3.0811 -0.4327 0.3026
O 1.4659 0.4765 -1.4436
H -1.4615 -1.7459 -1.3034
H -1.3364 -2.8678 0.0355
H 0.1252 -2.2283 -0.6923
H -0.9500 0.3589 -1.9676
H -0.6174 1.9964 -1.4095
H -2.0866 1.1752 -0.9008
H 0.1594 1.1395 2.1281
H 0.1247 2.4467 0.9313
H -1.3765 1.7449 1.5131
H -0.4327 -1.1426 1.5202
H -1.9897 -0.6458 0.8622
H 3.5636 -0.7742 1.0765
H 2.4184 0.2728 -1.5671

(2)
22
Properties=species:S:1:pos:R:3 method="wB97M-V/def2-TZVPD" homo_energy_ev="-8.24 / -14.17" e_lumo_ev="-3.916 / -6.565" charge=+1 spin_multiplicity=3 homo_lumo_gap_ha="0.1590 / 0.2793"
C -2.7150 -1.7461 -1.3008
C 0.7549 1.7652 0.8839
C 2.6364 0.2395 0.1499
C 1.3485 0.3634 0.9730
C 0.4064 -0.7135 0.5088
N -3.3187 -0.6290 -1.5955
N -0.6509 -0.5917 -0.2073
O -3.0176 -2.5274 -0.3368
O 0.7828 -1.9161 0.9108
H 1.4382 2.4748 1.3409
H 0.6069 2.0672 -0.1521
H -0.1937 1.8213 1.4147
H 3.3793 0.9429 0.5211
H 3.0386 -0.7688 0.2225
H 2.4365 0.4562 -0.9006
H 1.5804 0.1301 2.0157
H -3.0348 -0.0767 -2.3925
H -4.0307 -0.2308 -0.9914
H -3.7130 -2.2279 0.2775
H -0.8308 0.3722 -0.4713
H -1.9303 -2.1153 -1.9555
H 0.1906 -2.6051 0.5779

(3)
22
Properties=species:S:1:pos:R:3 method="wB97M-V/def2-TZVPD" homo_energy_ev=-13.47 e_lumo_ev=-4.050 charge=+1 homo_lumo_gap_ha=0.3461
C -1.1302 0.7178 -0.6401
C 3.7383 0.2402 -0.7996
C -2.3534 0.2456 1.5727
C -1.2333 -1.5813 0.4970
C 2.2177 0.3624 -0.8102
N 1.3536 -0.4695 -1.1649
N -1.7499 -0.2142 0.2868
O -1.1637 1.9513 -0.2500
S -2.6453 -0.0619 -1.2656
H 4.0408 -0.6847 -1.4546
H 4.1443 1.2033 -1.0781
H 3.8545 0.1014 0.2052
H -1.6312 -0.0963 2.3860
H -2.4048 1.3071 1.7300
H -3.4139 -0.0770 1.8025
H -0.5555 -1.5524 1.3240
H -2.0327 -2.2486 0.9137
H -0.4568 -1.8133 -0.3231
H 1.8384 1.2613 -0.2980
H 1.7479 -1.4014 -1.6292
H -1.9196 2.2135 0.1689
H -0.2454 0.5965 -1.1734

(4)
21
Properties=species:S:1:pos:R:3 method="wB97M-V/def2-TZVPD" homo_energy_ev="3.89 / -0.15" e_lumo_ev="5.868 / 5.771" charge=-2 spin_multiplicity=2 homo_lumo_gap_ha="0.0729 / 0.2177"
N -1.2315 1.3649 1.1648
C -0.9269 0.9004 -0.1765
C -2.1623 0.7055 -1.0462
S -3.4176 -0.4312 -0.2716
C -0.1566 -0.4775 -0.0669
N 1.2745 -0.3600 -0.4279
C 1.9725 0.4501 0.5946
C 1.8197 -1.7612 -0.3492
H -1.4928 0.6977 1.8761
H -2.1065 1.8915 1.1310
H -0.1253 1.5702 -0.5299
H -2.6455 1.6426 -1.4142
H -2.0385 0.1924 -2.0080
H -0.6023 -1.1109 -0.8525
H -0.4291 -1.0911 0.8027
H 1.2262 1.1014 1.0754
H 2.7380 1.0555 0.0806
H 2.3742 -0.0377 1.4738
H 2.8740 -1.6707 -0.1077
H 1.6644 -2.1897 -1.3551
H 1.3913 -2.4422 0.4067

(5)
21
Properties=species:S:1:pos:R:3 method="wB97M-V/def2-TZVPD" homo_energy_ev=-7.82 e_lumo_ev=0.743 homo_lumo_gap_ha=0.3145
C 0.2443 0.6636 1.4281
C -2.0326 -0.1172 0.9720
N -0.6272 -0.1728 0.6491
C -0.1363 -1.2715 -0.0768
C 0.5449 -2.2047 0.6440
H -0.8667 -1.6352 -0.7968
H 0.0335 1.7116 1.1867
H 1.2807 0.5065 1.1370
H -2.6130 -0.7297 0.2840
H -2.2192 -0.4626 1.9971
H -2.3824 0.9160 0.8901
H 0.1408 0.4533 2.4999
H 0.5344 -3.2434 0.3501
H 1.1950 -1.9298 1.4591
N 1.1279 0.2645 -2.1664
C 0.8060 1.5760 -2.0204
N 1.2266 2.3868 -1.1313
H 1.1403 -0.4056 -1.1932
H 0.5653 -0.2637 -2.8239
H 2.0449 2.0269 -0.6352
H -0.0071 1.9310 -2.6532

(6)
21
Properties=species:S:1:pos:R:3 method="wB97M-V/def2-TZVPD" homo_energy_ev=-7.42 e_lumo_ev=1.101 homo_lumo_gap_ha=0.3130
C -1.0462 -1.8344 -0.5640
N -1.8681 0.2734 1.1133
C -0.1482 -1.1605 0.4227
N -0.6042 -0.3471 1.3806
H -1.7172 1.1614 0.6408
H -2.2766 0.4846 2.0169
H 0.7397 -1.7022 0.7251
H -0.4635 -2.4473 -1.2492
H -1.7543 -2.4745 -0.0288
H -1.6330 -1.1194 -1.1369
C 0.0925 1.1864 -1.4522
N 1.3874 1.2775 1.2605
C 1.8939 0.6021 0.2335
C 1.1350 0.2546 -0.8885
H 0.2167 0.4304 1.6177
H 2.0513 1.3420 2.0273
H 2.8795 0.1320 0.3180
H 1.6349 -0.3804 -1.6141
H 0.5017 1.7377 -2.3048
H -0.2216 1.9151 -0.7041
H -0.7998 0.6684 -1.8136

(7)
21
Properties=species:S:1:pos:R:3 method="wB97M-V/def2-TZVPD" homo_energy_ev=-7.01 e_lumo_ev=0.787 homo_lumo_gap_ha=0.2864
C 0.2476 -1.1434 -0.4349
C 1.7082 -1.2586 -0.0810
N -0.5931 -2.1313 0.1380
H -0.1367 -2.8372 0.6954
H -1.3066 -2.5172 -0.4587
H 0.0573 -0.9387 -1.4826
H 0.0140 -0.1387 0.7357
H 2.2660 -0.4206 -0.4963
H 1.8525 -1.2521 1.0058
H 2.1383 -2.1881 -0.4711
C -1.8977 0.7166 -0.4297
C -0.5143 0.8453 0.1465
C 1.1276 2.4331 -0.1528
N 0.3747 1.5707 -0.7066
N -0.3316 0.9250 1.5385
H -1.1882 0.6097 1.9878
H -2.4132 -0.1339 0.0199
H -1.8726 0.6110 -1.5138
H -2.4501 1.6266 -0.1771
H 1.1065 2.6258 0.9209
H 1.8115 2.9961 -0.7839

(8)
21
Properties=species:S:1:pos:R:3 method="wB97M-V/def2-TZVPD" homo_energy_ev=-18.83 e_lumo_ev=-8.779 charge=+2 homo_lumo_gap_ha=0.3695
C 2.4205 -2.5215 -0.0686
C 0.0021 -2.1863 -0.4987
C -0.2569 -0.7735 -1.0332
C -0.9821 1.7645 1.7940
C -1.4046 0.8203 0.6437
N 1.3182 -2.2984 -0.1660
N -0.1734 0.2415 0.0478
N 0.7295 1.6523 -0.8732
H 3.4879 -2.4527 -0.0168
H -0.4980 -2.4745 0.4221
H -0.4236 -2.8449 -1.3018
H 0.6088 -0.5926 -1.8035
H -1.1730 -0.6767 -1.6001
H -1.5409 1.6921 2.7565
H 0.0966 1.3225 2.0477
H -1.0071 2.7204 1.4293
H -2.2447 1.0685 -0.0664
H -1.6253 -0.2116 1.1316
H 0.1430 1.8472 -1.6790
H 1.7868 1.6142 -1.1084
H 0.7361 2.2890 -0.0572